Record 1
Entry from the OMol25 dataset: a structure of composition C35H33N9O4S2Sc at a distorted geometry (ωB97M-V/def2-TZVPD).

Calculated values
**Spin multiplicity**: 1
**Energy above the lowest of the compared OMol25 structures with the same formula, charge and spin**: 479.3 kJ/mol
**E**: -3704.225414 Eh
**Charge**: +1
**Frontier orbital gap**: 0.206 hartree

Geometry as XYZ:
```
84
Properties=species:S:1:pos:R:3:mulliken_charge:R:1
Sc 0.616 -0.768 -0.158 -0.0293
C 0.798 2.623 0.631 -1.4832
C 1.026 2.147 2.087 -0.7695
C -0.287 1.870 2.767 0.4033
C -0.729 2.672 3.799 -0.7779
C -2.051 2.664 4.207 -1.2846
C -2.948 1.911 3.461 -0.6353
C -2.503 1.064 2.474 0.2272
N -1.153 0.936 2.230 0.2001
N 1.150 1.680 -0.459 1.4137
C 2.613 1.665 -0.690 -0.9583
C 3.349 0.821 0.311 0.5064
C 4.470 1.269 0.986 -1.1048
C 5.098 0.413 1.880 -0.5701
C 4.569 -0.853 2.074 -1.1843
C 3.442 -1.218 1.360 -0.2137
N 2.852 -0.408 0.479 0.4706
C 0.528 2.171 -1.702 -1.5699
C 0.320 1.114 -2.755 0.8105
C 0.089 1.504 -4.066 -1.3298
C -0.245 0.547 -5.007 -0.5184
C -0.320 -0.780 -4.606 -1.0341
C -0.047 -1.088 -3.290 -0.3532
N 0.262 -0.165 -2.366 0.7974
H -0.260 2.860 0.518 0.7394
H 1.355 3.555 0.473 0.4865
H 1.684 1.287 2.114 0.1352
H 1.500 2.954 2.643 0.6341
H -0.025 3.353 4.259 0.4809
H -2.388 3.263 5.039 0.4401
H -4.006 1.977 3.663 0.5663
H -2.939 -0.766 1.485 -1.8621
H 2.792 1.229 -1.677 0.4217
H 3.008 2.687 -0.695 0.4069
H 4.840 2.271 0.819 0.4955
H 5.978 0.734 2.420 0.4388
H 5.019 -1.553 2.763 0.4841
H 2.989 -2.192 1.496 0.8057
H -0.464 2.560 -1.469 0.6826
H 1.107 3.002 -2.123 0.4536
H 0.161 2.548 -4.340 0.5228
H -0.445 0.830 -6.031 0.4444
H -0.581 -1.564 -5.302 0.5021
H -0.065 -2.116 -2.953 0.4124
S -2.786 -3.320 1.052 -0.3063
C -3.426 0.209 1.608 3.6155
C -4.754 0.052 2.264 -1.3553
C -5.827 0.762 1.888 0.6769
C -7.083 0.632 2.565 -0.3020
N -8.088 0.549 3.114 -0.4666
C -5.729 1.705 0.770 0.7266
C -4.603 1.772 0.018 -1.1445
C -3.489 0.915 0.276 0.6193
S -2.321 0.715 -0.875 -0.2363
C -6.848 2.524 0.432 -0.3926
N -7.731 3.201 0.144 -0.4348
H -4.812 -0.642 3.093 0.4950
H -4.575 2.407 -0.857 0.5551
O 0.532 -0.425 1.643 -0.5940
N -0.780 -0.123 1.502 0.2136
C -1.363 -5.019 -1.864 -1.1534
C 0.139 -5.296 -1.891 -1.3724
C 0.959 -4.822 -0.653 2.7715
C 2.425 -5.225 -0.882 -1.4638
C 3.391 -4.708 0.182 -1.1499
C 0.428 -5.555 0.572 -0.0263
O 0.758 -6.679 0.862 -0.6311
N -0.491 -4.869 1.328 0.0999
C -0.925 -3.562 1.100 0.0116
O -1.506 -2.956 2.165 -0.5125
N -0.176 -2.786 0.227 0.2971
C 0.784 -3.333 -0.507 0.5812
O 1.524 -2.519 -1.130 -1.0538
H -1.811 -5.380 -2.790 0.5062
H -1.583 -3.952 -1.778 0.1110
H -1.854 -5.539 -1.041 0.2828
H 0.586 -4.826 -2.770 0.4238
H 0.302 -6.372 -1.970 0.5550
H 2.733 -4.870 -1.865 0.4742
H 2.446 -6.314 -0.891 0.5372
H 3.549 -3.637 0.065 0.1785
H 4.355 -5.204 0.084 0.5180
H 3.015 -4.913 1.188 0.3152
H -0.868 -5.349 2.133 0.3265
```

***

Record 2
Entry from the OMol25 dataset: a structure of composition C35H34AlBFO5 (ωB97M-V/def2-TZVPD).

Calculated values
**Spin multiplicity**: 1
**E**: -2097.562374 Eh
**Charge**: -1
**Frontier orbital gap**: 0.140 hartree

Geometry as XYZ:
```
77
Properties=species:S:1:pos:R:3:mulliken_charge:R:1
C -5.994 -4.710 -5.717 -1.1325
C -5.150 -4.066 -4.605 -0.4788
B -4.804 -5.039 -3.387 0.1992
O -5.642 -6.169 -3.319 -0.5988
Al -3.257 -4.789 -1.900 -0.1792
C -2.502 -2.905 -1.774 0.0087
C -2.615 -2.189 -0.419 -1.0734
C -3.979 -5.588 -0.138 0.2333
F -3.965 -4.731 1.017 -0.3758
C -3.259 -6.865 0.271 -0.4791
C -4.014 -7.667 1.342 -1.1848
H -6.089 -4.068 -6.593 0.3530
H -5.552 -5.661 -6.011 0.2653
H -6.992 -4.928 -5.342 0.2560
H -5.685 -3.186 -4.230 0.3024
H -4.215 -3.692 -5.026 0.2943
H -5.104 -6.931 -3.114 0.2675
H -2.023 -5.789 -2.372 -0.3501
H -1.441 -2.961 -2.031 -0.2092
H -2.953 -2.271 -2.545 0.3510
H -1.977 -1.296 -0.388 0.2123
H -3.634 -1.853 -0.231 0.3193
H -2.283 -2.830 0.394 0.2691
H -5.030 -5.873 -0.286 0.2946
H -2.267 -6.583 0.624 0.2458
H -3.158 -7.452 -0.642 0.2740
H -4.676 -8.396 0.875 0.2878
H -3.331 -8.218 1.990 0.3596
H -4.612 -6.993 1.951 0.2786
C 1.912 3.725 -0.951 -0.3505
C 0.615 3.230 -1.044 -0.5634
C 0.384 1.979 -1.589 -0.5706
C 1.451 1.220 -2.052 0.1486
C 2.751 1.721 -1.975 0.2764
C 2.977 2.973 -1.415 -0.6922
C 3.910 0.938 -2.496 0.5258
O 5.042 1.371 -2.421 -0.6913
C 3.634 -0.392 -3.111 0.3608
C 4.688 -1.125 -3.643 -0.6257
C 4.449 -2.368 -4.201 -0.4283
C 3.159 -2.890 -4.226 -0.5883
C 2.104 -2.163 -3.703 -0.6474
C 2.338 -0.909 -3.152 0.2138
C 1.180 -0.135 -2.618 0.4985
O 0.064 -0.596 -2.644 -0.5750
H 2.090 4.696 -0.508 0.4247
H -0.215 3.822 -0.684 0.4401
H -0.618 1.577 -1.659 0.5041
H 3.990 3.346 -1.348 0.4656
H 5.687 -0.713 -3.612 0.4614
H 5.270 -2.937 -4.617 0.3862
H 2.976 -3.866 -4.655 0.4228
H 1.096 -2.556 -3.714 0.5846
C 1.788 9.245 5.242 -0.4750
C 1.600 9.145 3.868 -0.5087
C 1.681 7.913 3.244 -0.4996
C 1.960 6.776 3.990 0.2464
C 2.166 6.878 5.367 0.1821
C 2.071 8.116 5.990 -0.5740
C 2.504 5.678 6.188 0.5201
O 2.674 5.771 7.385 -0.6727
C 2.627 4.368 5.488 0.3991
C 2.983 3.242 6.217 -0.6809
C 3.088 2.015 5.585 -0.4324
C 2.833 1.905 4.222 -0.6257
C 2.482 3.024 3.488 -0.5453
C 2.385 4.260 4.116 0.1770
C 2.029 5.454 3.301 0.4241
O 1.805 5.351 2.114 -0.6379
H 1.717 10.209 5.729 0.3961
H 1.387 10.031 3.284 0.4019
H 1.531 7.821 2.177 0.4928
H 2.223 8.181 7.058 0.4705
H 3.174 3.337 7.277 0.4768
H 3.367 1.139 6.155 0.3924
H 2.908 0.943 3.732 0.4304
H 2.283 2.951 2.428 0.6518
```

***

Record 3
Entry from the OMol25 dataset: a cluster of 2 separate species, C35H34BF3O2 in total at a distorted geometry (ωB97M-V/def2-TZVPD).

Calculated values
**Spin multiplicity**: 1
**Energy above the lowest of the compared OMol25 structures with the same formula, charge and spin**: 11.4 kJ/mol
**E**: -1828.995627 Eh
**Frontier orbital gap**: 0.082 hartree

Geometry as XYZ:
```
75
Properties=species:S:1:pos:R:3:mulliken_charge:R:1
C -3.555 -2.865 0.371 -2.0413
C -2.305 -2.047 0.043 1.8419
C -2.536 -1.275 -1.239 -1.8878
C -1.819 -1.170 1.332 2.0086
C -0.848 -0.056 0.930 -1.2572
C -2.940 -0.593 2.180 -2.0493
O -1.114 -2.130 2.098 -0.7532
B -0.570 -3.039 1.112 1.9660
C 1.076 -2.787 1.018 -0.0630
C 1.834 -2.573 2.163 -0.8903
C 3.214 -2.340 2.071 -0.9062
C 3.797 -2.289 0.820 0.4658
C 5.275 -2.017 0.668 0.7249
F 5.900 -3.027 -0.015 -0.2733
F 5.490 -0.865 -0.048 -0.2253
F 5.928 -1.875 1.852 -0.3035
C 3.058 -2.486 -0.332 -1.0548
C 1.684 -2.733 -0.229 -0.0602
C -0.852 -4.582 1.707 -0.3139
C -1.206 -5.736 0.829 -0.7313
C 0.141 -5.672 1.472 -0.8509
O -1.205 -2.910 -0.176 -0.8047
H -4.438 -2.217 0.408 0.3746
H -3.716 -3.613 -0.413 0.4609
H -3.469 -3.394 1.327 0.3065
H -3.319 -0.522 -1.089 0.2303
H -1.614 -0.794 -1.578 0.3217
H -2.864 -1.975 -2.015 0.5013
H -1.353 0.749 0.382 -0.3996
H -0.413 0.370 1.842 0.6143
H -0.018 -0.439 0.321 0.0263
H -3.567 0.076 1.581 0.2218
H -3.568 -1.378 2.609 0.3888
H -2.516 -0.008 3.003 0.4680
H 1.378 -2.599 3.154 0.4189
H 3.815 -2.200 2.962 0.4553
H 3.543 -2.456 -1.302 0.3882
H 1.107 -2.898 -1.141 0.4531
H -1.395 -4.557 2.663 0.4975
H -1.894 -6.470 1.253 0.2254
H -1.280 -5.562 -0.247 0.1382
H 0.991 -5.448 0.826 0.1481
H 0.325 -6.366 2.297 0.2735
C 0.012 2.968 -0.846 1.1896
C -0.677 3.451 0.332 0.8238
C -2.074 3.266 0.460 0.0327
C -2.764 3.771 1.558 -1.2258
C -2.084 4.508 2.539 -0.4482
C -0.710 4.748 2.399 -0.9217
C -0.013 4.231 1.308 -0.4798
C 1.435 2.711 -0.959 0.0659
C 1.769 2.636 -2.361 0.0497
C 3.084 2.527 -2.780 -0.3353
C 4.091 2.395 -1.815 -0.6994
C 3.775 2.463 -0.444 -1.0851
C 2.456 2.658 -0.015 -0.1018
C 0.551 2.838 -3.123 -0.0670
C -0.529 3.053 -2.195 0.2846
C -1.743 3.538 -2.687 -0.1333
C -1.941 3.616 -4.073 -1.0068
C -0.899 3.338 -4.973 -0.6153
C 0.376 3.001 -4.492 -0.4903
H -2.626 2.753 -0.332 0.4651
H -3.842 3.609 1.638 0.4060
H -2.627 4.910 3.400 0.4108
H -0.180 5.342 3.148 0.4197
H 1.039 4.483 1.163 0.6460
H 3.300 2.532 -3.852 0.4223
H 5.127 2.253 -2.129 0.4402
H 4.577 2.370 0.291 0.4279
H 2.221 2.775 1.040 0.6251
H -2.517 3.874 -2.006 0.6032
H -2.924 3.898 -4.462 0.4015
H -1.072 3.399 -6.048 0.4209
H 1.228 2.856 -5.155 0.4204
```

***

> What is the formula in the second record?

C35H34AlBFO5

***

> Which formula does entry 3 have?

C35H34BF3O2

***

> Number 3 is which compound?

C35H34BF3O2